# 1
Computed, not measured: C8H19NO7Tl as an isolated structure at a distorted geometry, with ωB97M-V with the def2-TZVPD basis set.

Last column: natural (NBO) charge in e.
Atoms and positions in Å:
Tl  0.273166  1.625789  1.004828  1.217
C  -4.153711  1.997120  3.595842  -0.738
C  -3.051526  0.927371  3.198930  0.767
O  -3.460694  -0.261458  3.120489  -0.617
O  -1.961886  1.174139  2.837891  -0.665
H  -3.671385  2.667525  4.307195  0.200
H  -4.997948  1.551827  4.122231  0.213
H  -4.497695  2.586946  2.746194  0.211
C  -2.230393  -2.661029  -0.682432  -0.724
C  -1.516176  -1.476909  0.041685  0.750
O  -1.059588  -1.646016  1.199729  -0.676
O  -1.202635  -0.424098  -0.596602  -0.717
H  -2.348414  -2.379908  -1.728921  0.203
H  -3.154453  -2.859040  -0.139287  0.231
H  -1.592319  -3.544375  -0.656613  0.213
O  1.374441  3.975855  -0.276675  -1.016
H  0.939803  4.148655  -1.134448  0.415
O  0.928981  -0.025884  3.420507  -0.766
H  0.447067  0.717394  3.832620  0.425
C  3.230676  -2.157835  -1.376029  -0.616
C  2.805812  -0.758011  -1.008479  -0.074
C  2.034048  -0.160207  -2.214327  -0.060
O  1.328385  1.020733  -1.719333  -0.547
C  0.812246  1.836358  -2.812950  -0.251
N  1.856117  -0.909197  0.148828  -0.836
H  2.422257  -2.796472  -1.731968  0.213
H  3.801214  -2.589200  -0.553527  0.212
H  3.899780  -2.019327  -2.225272  0.190
H  3.582108  -0.113934  -0.595409  0.206
H  1.298966  -0.802458  -2.699387  0.181
H  2.719469  0.092512  -3.023289  0.166
H  1.542739  2.478722  -3.304721  0.171
H  -0.017156  2.424867  -2.420706  0.195
H  0.313185  1.244733  -3.580419  0.167
H  2.238148  -1.378511  0.957468  0.373
H  1.067372  -1.506675  -0.053640  0.385

Forces on the atoms, in the same order (eV/Å):
0.2 -1.5 0.0
1.4 -0.3 0.6
-7.2 -2.2 0.3
-0.6 0.1 0.8
6.7 2.8 -1.7
0.0 0.4 0.0
0.1 -0.2 -0.3
0.1 -0.2 -0.1
0.5 1.3 0.2
2.1 -0.7 1.9
-0.9 -0.6 -1.1
-0.6 0.9 -0.8
-0.5 -0.1 0.0
-0.1 -0.1 -0.3
0.0 0.1 0.3
-0.7 -0.9 0.4
0.1 -0.3 0.6
-0.2 1.5 -1.2
-0.1 -0.5 0.0
1.6 0.6 -0.8
-2.9 -1.3 1.1
-0.3 1.6 1.3
0.4 0.2 -2.1
-0.5 -0.8 0.9
-0.2 1.0 -0.2
-0.2 0.1 0.4
-0.2 -0.3 -0.1
0.4 -0.5 -0.2
0.3 0.0 -0.7
-0.2 -0.6 0.5
0.4 0.4 0.1
0.3 0.0 0.3
0.3 0.2 0.3
0.2 -0.5 -0.1
0.7 0.3 0.2
-0.5 0.2 -0.4

Results
HOMO-LUMO gap (eV): 3.467
Charge: -1
E_tot (hartree): -1069.90829
Strongest force on any atom (eV/Å): 7.6
Highest occupied orbital energy (eV): -4.9



# 2
Computed, not measured: C45H39GaN6O2S2Si as an isolated structure, with ωB97M-V with the def2-TZVPD basis set.

Last column: Mulliken charge in e.
Atoms and positions in Å:
Ga  0.725634  -0.027559  0.855099  -0.257
C  0.921399  1.794017  0.216950  -0.754
Si  -0.242014  3.022542  -0.517721  -0.756
C  -1.858626  3.316251  0.389233  -0.908
N  -2.600983  2.131586  0.809756  0.781
C  -3.273790  1.531229  -0.339686  -0.300
C  -4.419059  2.380519  -0.902949  -0.787
C  -5.252083  2.987557  0.242764  -0.758
C  -4.996947  2.234183  1.545879  -0.590
C  -3.522881  2.360128  1.937161  -0.799
C  -0.582283  2.611017  -2.312064  0.312
C  -0.004757  1.504972  -2.937923  0.618
C  -0.249826  1.219958  -4.275747  -0.355
C  -1.081080  2.045154  -5.017187  -0.634
C  -1.670592  3.150444  -4.416820  -0.840
C  -1.422421  3.425864  -3.079675  0.039
C  0.628124  4.688594  -0.426657  0.602
C  1.034304  5.408430  -1.551372  -0.097
C  1.700939  6.622830  -1.428993  -0.714
C  1.975107  7.142322  -0.173319  -0.446
C  1.583840  6.442217  0.961113  -0.786
C  0.918977  5.232120  0.830108  -0.587
H  1.330631  2.252689  1.125547  0.490
H  1.780505  1.725750  -0.464082  0.665
H  -2.468171  3.969257  -0.263793  0.202
H  -1.608610  3.936945  1.253757  0.785
H  -3.672827  0.563186  -0.034702  0.264
H  -2.536318  1.321178  -1.115085  -0.062
H  -5.035934  1.740145  -1.538699  0.545
H  -4.031984  3.167889  -1.553205  0.060
H  -6.313569  2.981284  -0.008990  0.449
H  -4.974740  4.035588  0.393473  0.290
H  -5.278359  1.182823  1.430562  0.138
H  -5.611482  2.631927  2.356454  0.465
H  -3.280446  1.677723  2.761039  0.161
H  -3.362324  3.374484  2.313346  0.431
H  0.641314  0.845209  -2.368781  -0.529
H  0.206116  0.353840  -4.739671  0.391
H  -1.271729  1.827969  -6.060499  0.385
H  -2.323422  3.795352  -4.991564  0.420
H  -1.892043  4.293753  -2.626858  0.569
H  0.833578  5.016786  -2.542828  0.297
H  2.006797  7.162250  -2.316793  0.397
H  2.493028  8.088099  -0.076434  0.379
H  1.797350  6.840017  1.945346  0.405
H  0.628801  4.699560  1.731598  0.305
O  -2.245638  -1.404200  -1.634454  -0.711
S  -1.973889  -2.037990  -0.383450  1.188
O  -1.360079  -3.339634  -0.381232  -0.584
N  -1.108737  -1.010537  0.601933  0.851
C  -1.651397  -0.887986  1.812644  0.206
S  -0.750295  -0.127604  2.993464  -0.433
C  -3.006330  -1.481775  1.909600  0.253
C  -3.873149  -1.493994  2.985838  -0.636
C  -5.104183  -2.117060  2.820763  -0.642
C  -5.448756  -2.715075  1.610407  -0.608
C  -4.570179  -2.717826  0.532045  -0.844
C  -3.359196  -2.084275  0.715011  0.235
H  -3.592201  -1.021028  3.917967  0.472
H  -5.807377  -2.138686  3.642419  0.428
H  -6.414945  -3.191156  1.507358  0.450
H  -4.829963  -3.184933  -0.408203  0.523
N  10.377928  -1.242863  2.423024  -0.484
C  9.237855  -1.127768  2.339942  -0.034
C  7.803524  -0.984384  2.239022  0.561
C  7.220417  0.274941  2.350796  -0.656
C  5.848150  0.409418  2.252114  -0.468
C  5.038264  -0.708500  2.037543  0.478
C  5.636147  -1.966214  1.929228  -0.498
C  7.007329  -2.106760  2.029277  -0.660
C  3.613541  -0.566906  1.910041  0.310
C  2.405924  -0.487414  1.823784  -0.777
H  7.846578  1.141270  2.514694  0.445
H  5.386712  1.383597  2.338370  0.486
H  5.009956  -2.833437  1.767783  0.519
H  7.468714  -3.081473  1.947040  0.446
N  1.364359  -10.458835  -0.031813  -0.509
C  1.387893  -9.323054  -0.199256  0.029
C  1.421696  -7.894777  -0.410890  0.503
C  0.460502  -7.083507  0.186513  -1.061
C  0.482544  -5.716570  -0.025414  0.139
C  1.482138  -5.172004  -0.817048  0.400
C  2.444439  -5.970393  -1.416062  -0.535
C  2.410077  -7.338803  -1.218021  -0.819
N  1.511804  -3.766279  -1.023707  0.410
C  1.610364  -3.112605  -2.236913  -0.402
C  1.454242  -1.795606  -1.957616  -0.837
N  1.280481  -1.630514  -0.600979  0.165
C  1.317812  -2.828034  -0.073600  -0.698
H  -0.310856  -7.528671  0.799323  0.450
H  -0.285953  -5.072817  0.384674  0.508
H  3.221236  -5.520777  -2.020287  0.525
H  3.153746  -7.976646  -1.675202  0.450
H  1.740854  -3.643223  -3.162274  0.529
H  1.444415  -0.962258  -2.638406  0.445
H  1.236353  -3.062430  0.975123  0.605

Forces on the atoms, in the same order (eV/Å):
0.2 -0.6 0.0
0.1 0.0 0.0
0.0 0.0 -0.1
-0.1 0.1 0.1
0.0 0.0 -0.1
0.0 -0.1 0.0
0.0 0.0 0.0
0.0 0.0 0.0
0.0 0.0 0.0
-0.1 0.0 -0.1
0.0 0.0 -0.2
-0.1 0.0 0.0
0.0 0.0 0.1
0.0 0.0 0.0
0.0 0.0 0.0
0.0 -0.1 0.0
0.0 0.1 -0.1
0.0 0.0 0.0
0.0 0.0 0.0
0.0 0.0 0.0
0.0 0.0 0.0
0.0 0.0 0.0
0.0 0.1 0.0
0.0 0.1 0.0
0.1 0.1 0.1
0.0 -0.1 0.1
0.0 -0.1 0.0
0.0 0.0 0.0
0.0 0.0 0.0
0.0 0.0 0.0
0.0 0.0 0.0
0.0 0.0 0.0
0.0 0.0 0.0
0.0 0.0 0.0
0.0 0.0 0.0
0.0 0.0 0.0
0.0 0.1 0.0
0.0 0.0 0.0
0.0 0.0 0.0
0.0 0.0 0.0
0.0 0.0 0.0
0.0 0.0 0.0
0.0 0.0 0.0
0.0 0.0 0.0
0.0 0.0 0.0
0.0 0.0 0.0
-0.1 -0.1 -0.1
0.0 0.6 0.2
-0.2 0.0 -0.2
0.1 -0.1 0.5
0.0 0.2 0.0
-0.4 0.0 -0.1
0.2 0.1 0.0
-0.1 0.1 0.0
0.0 0.0 0.0
0.0 0.0 0.0
0.0 0.1 0.0
-0.1 -0.2 0.0
0.0 0.0 0.0
0.0 0.0 0.0
0.0 0.0 0.0
0.0 0.0 0.0
0.0 0.0 0.0
-0.3 0.0 0.0
0.3 0.0 0.0
0.0 0.0 0.0
0.0 0.0 0.0
-0.1 0.1 0.0
0.0 -0.1 0.0
0.0 0.0 0.0
0.1 -0.2 0.3
-0.2 -0.1 -0.5
0.0 0.0 0.0
0.0 0.0 0.0
0.0 0.0 0.0
0.0 0.0 0.0
0.0 0.0 0.0
0.0 0.2 0.0
0.0 -0.2 0.0
0.0 0.0 0.0
-0.1 0.0 0.1
0.0 0.1 0.0
0.0 -0.1 0.0
0.0 0.0 0.0
0.1 0.0 0.1
-0.1 -0.1 0.1
0.0 0.2 0.0
0.1 0.4 0.0
0.2 -0.2 -0.2
0.0 0.0 0.0
0.1 -0.1 0.0
0.0 0.0 0.0
0.0 0.0 0.0
0.0 0.0 0.0
0.0 -0.1 0.0
0.0 0.0 0.0

Results
HOMO-LUMO gap (eV): 7.145
Charge: 0
E_tot (hartree): -5227.87417
Strongest force on any atom (eV/Å): 0.7
Highest occupied orbital energy (eV): -8.0
ΔE to the lowest compared entry with this formula, charge and spin (kJ/mol): 73.3



# 3
Computed, not measured: C23H41N2O2P2Sr as an isolated structure at a distorted geometry, with ωB97M-V with the def2-TZVPD basis set.

Last column: Mulliken charge in e.
Atoms and positions in Å:
Sr  0.359367  0.698731  -0.535791  1.006
P  2.816725  -1.066534  -0.681237  1.083
C  2.516152  -0.582874  -2.425039  -1.102
C  1.334730  -1.167607  -3.164217  0.080
N  0.158923  -0.613292  -2.790972  0.716
C  -0.957531  -1.108114  -3.349366  0.202
C  -0.978637  -2.176432  -4.235557  -0.890
C  0.243217  -2.763661  -4.576351  -0.538
C  1.411513  -2.246369  -4.012346  -0.851
C  -2.251859  -0.405463  -2.957589  -1.063
P  -2.162648  1.271280  -2.103739  0.826
H  2.358488  -2.729454  -4.267780  0.466
H  -1.941242  -2.524766  -4.664092  0.457
H  0.250460  -3.587472  -5.245710  0.500
H  -2.861941  -0.276461  -3.879690  0.647
H  -2.855496  -1.100049  -2.326063  0.564
H  2.407655  0.777489  -2.322813  -0.147
H  3.481939  -0.710874  -3.016907  0.689
H  1.107192  2.707925  -1.816709  0.487
O  2.199708  1.874326  -2.123905  -0.589
H  2.906130  2.449233  -2.206253  0.134
H  -0.692255  1.948699  -1.777893  0.298
O  0.197633  3.012312  -1.494840  -0.549
H  -0.178014  3.890104  -1.912148  0.305
C  -2.447295  2.308799  -3.566289  -1.578
H  -3.367369  1.959916  -4.073045  0.483
H  -2.573806  3.357423  -3.265942  0.446
H  -1.599445  2.227873  -4.257535  0.397
C  -3.873598  1.252383  -1.408509  -1.305
H  -4.014680  2.036117  -0.664586  0.443
H  -4.657502  1.391063  -2.159646  0.400
H  -4.108573  0.315809  -0.900221  0.369
C  2.984546  -2.884246  -0.736572  -1.475
H  3.993341  -3.155817  -1.057811  0.464
H  2.832776  -3.328246  0.257144  0.386
H  2.264612  -3.337291  -1.420835  0.352
C  4.557348  -0.582664  -0.427755  -1.447
H  4.757138  -0.421434  0.644113  0.374
H  5.224003  -1.375833  -0.788038  0.392
H  4.767328  0.343472  -0.971391  0.341
C  0.053772  0.580548  6.349046  -1.597
C  0.030274  1.016139  4.903136  0.146
C  0.469241  2.313123  4.584028  -0.650
C  0.397919  2.802939  3.279814  0.369
C  0.851044  4.206506  2.960656  -1.552
C  -0.123414  1.975602  2.276781  -1.507
C  -0.434198  0.582855  2.522115  1.117
C  -0.419346  0.177091  3.888572  -0.218
N  -0.649027  -0.240252  1.450457  0.453
C  -1.093421  -1.643255  1.592290  0.968
C  -0.034612  -2.519135  2.276358  -1.366
C  -2.427693  -1.737058  2.340717  -1.473
C  -1.322095  -2.207371  0.179551  -1.526
H  1.043832  0.752016  6.803094  0.350
H  -0.681454  1.157857  6.934493  0.331
H  -0.192507  -0.486512  6.441039  0.359
H  0.853330  2.960837  5.379703  0.363
H  0.085437  4.947103  3.242065  0.322
H  1.762593  4.442898  3.529439  0.371
H  1.067879  4.337201  1.891419  0.270
H  -0.316101  2.410773  1.288354  0.667
H  -0.740216  -0.825044  4.202199  0.320
H  0.169786  -2.199704  3.301726  0.381
H  -0.414376  -3.550479  2.314658  0.458
H  0.911223  -2.511771  1.711795  0.039
H  -3.198247  -1.158750  1.812722  0.255
H  -2.738906  -2.790532  2.373758  0.466
H  -2.352637  -1.369781  3.366902  0.317
H  -2.098370  -1.640616  -0.355140  0.084
H  -0.398051  -2.215323  -0.422610  0.120
H  -1.670704  -3.245941  0.264756  0.589

Forces on the atoms, in the same order (eV/Å):
1.9 -1.8 2.4
-0.6 -0.4 -0.5
1.4 -0.3 -1.5
1.5 0.9 2.5
-0.7 -0.6 -0.9
-0.3 0.6 0.3
-0.4 0.0 -0.3
-0.2 1.1 0.9
-0.4 -1.2 -1.3
-0.2 -0.9 0.0
-1.6 -1.3 -2.5
-0.2 0.4 0.3
0.8 0.2 0.3
0.2 -0.6 -0.4
0.3 0.2 0.6
0.5 0.6 -0.2
0.3 -2.5 -0.6
-1.1 -0.2 0.6
1.7 -0.3 -1.1
-2.8 1.4 1.0
2.5 1.6 -0.3
-1.8 1.4 -0.4
-3.4 2.7 -0.6
1.4 -2.6 1.2
0.0 0.4 -0.3
0.5 0.3 0.3
0.0 -0.2 -0.2
-0.2 0.1 0.1
0.0 0.3 1.3
0.1 0.1 0.0
0.6 0.1 -0.4
0.4 0.0 0.0
0.1 -0.5 0.5
-0.1 0.0 -0.1
0.0 0.1 -0.2
-0.1 0.1 0.1
0.3 0.2 0.3
-0.1 0.0 -0.4
-0.1 0.3 0.0
0.0 -0.1 0.1
-0.1 -0.1 0.1
0.0 0.6 -0.4
0.1 0.1 0.1
-0.3 -0.4 -0.1
0.0 0.2 0.1
0.2 -0.9 0.4
0.1 0.3 0.3
0.1 -0.1 0.4
-0.5 0.1 -0.9
0.2 0.8 0.2
0.0 -0.4 0.0
-0.1 -0.3 0.0
0.1 -0.1 0.2
-0.4 -0.1 -0.2
0.3 -0.2 -0.2
0.1 0.3 0.0
-0.1 -0.2 -0.3
0.2 -0.2 -0.1
-0.3 0.0 -0.2
0.0 -0.1 0.3
0.1 0.0 0.2
0.3 0.7 -0.3
0.1 -0.1 -0.3
0.2 0.1 0.0
-0.3 0.1 0.1
0.1 -0.1 0.1
-0.1 0.2 0.1
-0.2 -0.1 -0.3
0.1 0.0 0.2
-0.1 0.0 0.1
0.1 0.2 -0.2

Results
HOMO-LUMO gap (eV): 5.110
Charge: +1
E_tot (hartree): -1874.13890
Strongest force on any atom (eV/Å): 4.4
Highest occupied orbital energy (eV): -8.7



Lowest unoccupied orbital energy for every record listed, in sequence, given in eV: -1.445 -0.814 -3.572.